## one
{
  "formula": "Br2ClOPS2",
  "method": "wB97M-V/def2-TZVPD",
  "species": ["O", "P", "S", "S", "Cl", "Br", "Br"],
  "xyz": [[1.765, -0.171, 1.192], [0.689, -0.131, 0.143], [-1.211, 0.980, 1.183], [-0.130, -2.088, 0.026], [-1.342, 1.500, -2.589], [-2.746, 1.039, -0.361], [-1.298, -2.022, -1.788]],
  "lowdin_charge": [-0.5031, 0.3152, 0.0157, 0.0263, -0.1701, 0.1611, 0.1549],
  "lumo_ha": [-0.1338, -0.1127],
  "homo_ev": [-9.6, -9.6],
  "multiplicity": 1,
  "gap_ev": [5.94, 6.53]
}

## two
{
  "formula": "Br2ClOPS2",
  "method": "wB97M-V/def2-TZVPD",
  "species": ["O", "P", "S", "S", "Cl", "Br", "Br"],
  "xyz": [[0.305, 0.874, 1.847], [-0.278, 0.125, 0.743], [0.935, -1.479, 0.010], [-1.203, 1.540, -1.033], [-1.721, -1.072, 1.279], [2.553, -0.188, -0.258], [-0.591, 0.201, -2.588]],
  "lowdin_charge": [-0.4536, -0.3027, 0.0185, 0.0208, 0.3425, 0.2472, 0.1273],
  "lumo_ha": -0.0557,
  "homo_ev": -9.6,
  "multiplicity": 1,
  "gap_ev": 8.12
}

Which of them is most stable? Easy: two.